No. 1
ORCA calculation (ωB97M-V with the def2-TZVPD basis set) on a 2-piece molecular cluster, C6H9N3O2 overall.

Last column: Löwdin charge in e.
Positions of all 20 atoms, in Å:
C 2.69 0.42 0.89  -0.168
C 1.44 0.08 1.26  -0.041
C 1.60 0.27 -0.94  -0.129
C -0.85 -0.69 -1.54  -0.047
C -1.36 -1.02 1.02  0.007
C -0.59 -0.32 -0.18  -0.284
N 2.82 0.43 -0.44  0.068
N 0.70 0.00 0.06  -0.030
N -1.57 1.56 -0.09  -0.326
O -1.88 1.92 -1.19  0.030
O -1.59 2.11 0.98  0.038
H 3.49 0.72 1.62  0.126
H 1.08 0.14 2.23  0.094
H 1.46 0.26 -2.01  0.132
H -1.55 -1.51 -1.58  0.091
H 0.04 -1.10 -2.07  0.102
H -1.40 0.03 -2.11  0.082
H -2.19 -0.32 1.17  0.067
H -1.65 -2.12 0.98  0.107
H -0.70 -0.87 1.94  0.080

Calculated values
**Energy**: -14928.3592 eV
**Strongest force on any atom**: 0.0803 Eh/bohr
**Frontier orbital gap (alpha / beta)**: 8.436 / 8.437 eV
**ΔE to the lowest compared entry with this formula, charge and spin**: 134.5 kcal/mol
**E_HOMO (alpha / beta)**: -8.79 / -8.79 eV

***

No. 2
ORCA calculation (ωB97M-V with the def2-TZVPD basis set) on a 3-piece molecular cluster, C27H52Br2F4N5O3S overall.

Last column: Löwdin charge in e.
Positions of all 94 atoms, in Å:
C 1.32 0.51 0.96  -0.116
C 0.02 -0.45 0.97  -0.229
C -0.56 -0.44 -0.56  -0.200
C -2.05 -1.01 -0.54  -0.204
N -2.77 -0.95 -1.86  -0.011
C -1.84 -1.22 -3.00  -0.120
N -1.43 -2.56 -3.15  0.088
N -0.57 -2.91 -4.10  0.128
C -0.11 -1.88 -4.93  -0.105
C 0.97 -2.36 -6.03  -0.108
C 0.31 -2.59 -7.48  -0.189
C 0.93 -1.67 -8.63  -0.715
F 1.41 -0.41 -8.19  -0.058
Br 2.50 -2.66 -9.39  0.795
C -0.10 -1.38 -9.83  -0.769
F -0.34 -2.52 -10.62  -0.008
F 0.52 -0.40 -10.66  -0.023
Br -1.82 -0.57 -9.23  0.775
C -0.45 -0.38 -4.98  0.008
F 0.03 0.58 -5.86  0.071
C -1.47 0.01 -3.84  0.043
C -2.06 1.44 -3.55  -0.134
C -1.51 2.66 -4.39  -0.204
C -0.09 3.19 -3.88  -0.215
S -0.22 4.14 -2.27  0.750
O 0.02 3.19 -1.11  -0.370
O -1.58 4.76 -2.10  -0.308
O 1.01 5.30 -2.26  -0.170
H 1.00 1.58 0.71  0.059
H 1.93 0.44 1.92  0.079
H 2.00 0.18 0.10  0.078
H -0.76 -0.17 1.74  0.108
H 0.44 -1.52 1.11  0.111
H 0.19 -1.06 -1.16  0.113
H -0.57 0.67 -0.85  0.098
H -2.64 -0.33 0.18  0.137
H -2.14 -2.07 -0.08  0.130
H -3.50 -1.69 -1.91  0.129
H -1.79 -3.31 -2.52  0.197
H 1.45 -3.35 -5.70  0.130
H 1.84 -1.60 -6.05  0.133
H 0.50 -3.69 -7.79  0.119
H -0.82 -2.49 -7.35  0.096
H -3.21 1.37 -3.63  0.154
H -1.86 1.67 -2.43  0.123
H -1.53 2.46 -5.52  0.131
H -2.25 3.54 -4.24  0.132
H 0.30 3.93 -4.66  0.123
H 0.69 2.35 -3.80  0.119
H 1.82 4.80 -2.53  0.093
C 4.50 -3.51 3.42  -0.092
C 3.47 -2.99 4.42  -0.273
N 2.08 -3.18 3.99  -0.198
C 1.12 -2.45 4.81  -0.260
C 0.99 -2.85 6.28  -0.086
C 1.70 -4.55 3.65  -0.257
C 1.86 -5.62 4.72  -0.084
H 4.35 -3.06 2.43  0.075
H 5.50 -3.25 3.76  0.075
H 4.46 -4.59 3.32  0.065
H 3.65 -1.92 4.54  0.118
H 3.66 -3.46 5.39  0.100
H 0.13 -2.50 4.34  0.106
H 1.39 -1.39 4.77  0.104
H 0.44 -3.78 6.39  0.057
H 0.42 -2.08 6.81  0.073
H 1.95 -2.95 6.77  0.070
H 2.28 -4.86 2.77  0.098
H 0.66 -4.55 3.29  0.110
H 2.81 -5.55 5.25  0.071
H 1.82 -6.61 4.25  0.074
H 1.05 -5.59 5.45  0.056
C -1.93 4.41 1.49  -0.089
C -2.37 3.81 2.82  -0.269
N -1.38 2.94 3.43  -0.194
C -1.90 2.16 4.55  -0.259
C -2.36 2.92 5.79  -0.087
C -0.05 3.51 3.65  -0.254
C 0.05 4.77 4.51  -0.082
H -1.64 3.63 0.78  0.051
H -2.75 4.98 1.05  0.078
H -1.09 5.10 1.61  0.072
H -3.28 3.23 2.62  0.116
H -2.66 4.63 3.50  0.100
H -1.16 1.41 4.85  0.106
H -2.76 1.57 4.18  0.105
H -1.52 3.28 6.39  0.057
H -2.94 2.25 6.44  0.073
H -3.00 3.77 5.55  0.069
H 0.38 3.74 2.67  0.097
H 0.61 2.75 4.06  0.112
H -0.73 5.51 4.27  0.070
H 1.01 5.26 4.34  0.074
H -0.01 4.54 5.57  0.057

Calculated values
**Energy**: -204211.8721 eV
**Strongest force on any atom**: 0.1112 Eh/bohr
**Frontier orbital gap**: 4.460 eV
**Net charge**: +1
**E_HOMO**: -9.57 eV

***

No. 3
ORCA calculation (ωB97M-V with the def2-TZVPD basis set) on one molecule with the formula C9H13NO.

Last column: Löwdin charge in e.
Positions of all 24 atoms, in Å:
C -3.22 -0.26 -0.17  0.001
C -3.12 1.12 -0.03  -0.144
C -1.89 -0.69 -0.02  -0.214
C -1.11 0.37 0.19  -0.235
C -1.12 -1.97 0.05  -0.071
C 0.32 -1.40 0.13  -0.100
C 1.66 1.27 -1.17  -0.084
C 2.65 0.26 0.92  -0.035
C 1.32 0.95 0.22  -0.385
N 0.20 0.06 0.29  -0.056
O -1.85 1.56 0.11  0.069
H -4.06 -0.89 -0.31  0.096
H -3.86 1.89 -0.01  0.099
H -1.45 -2.54 0.88  0.092
H -1.29 -2.68 -0.79  0.116
H 0.82 -1.71 0.98  0.085
H 0.92 -1.75 -0.71  0.123
H 2.17 0.42 -1.55  0.062
H 0.78 1.66 -1.82  0.118
H 2.26 2.17 -1.11  0.077
H 2.90 -0.53 0.21  0.053
H 2.42 -0.24 1.89  0.079
H 3.49 0.98 0.95  0.075
H 1.06 1.93 0.87  0.180

Calculated values
**Structure (SMILES)**: CC(C)N1CCc2ccoc21
**Energy**: -13078.9402 eV
**Strongest force on any atom**: 0.0708 Eh/bohr
**Frontier orbital gap**: 7.527 eV
**ΔE to the lowest compared entry with this formula, charge and spin**: 72.2 kcal/mol
**E_HOMO**: -6.57 eV

***

No. 4
ORCA calculation (ωB97M-V with the def2-TZVPD basis set) on C23H16CaO6P as an isolated structure.

Last column: Löwdin charge in e.
Positions of all 47 atoms, in Å:
O 4.54 5.78 -3.38  0.057
C 4.04 5.05 -2.67  -0.023
Ca 2.37 2.06 -0.60  0.835
O 5.75 2.12 -2.12  0.119
C 4.71 2.27 -1.67  -0.035
C 3.39 0.23 0.88  0.002
O 3.56 -0.76 1.42  0.127
C 0.77 3.17 1.20  -0.124
O -0.06 3.45 1.95  0.085
C 3.59 3.14 1.36  -0.166
O 4.17 3.60 2.23  0.107
H 2.18 4.20 -0.49  -0.100
O 0.83 0.55 -0.70  -0.577
P -0.35 -0.37 -0.34  0.841
C 0.08 -1.20 1.20  -0.285
C 0.36 -2.57 1.27  -0.062
C 0.70 -3.14 2.49  -0.060
C 0.76 -2.35 3.64  -0.058
C 0.51 -0.97 3.58  -0.054
C 0.16 -0.40 2.35  -0.085
C -1.78 0.66 -0.04  -0.305
C -2.85 0.15 0.72  -0.077
C -3.97 0.96 0.96  -0.058
C -4.00 2.26 0.43  -0.051
C -2.93 2.76 -0.33  -0.058
C -1.83 1.95 -0.58  -0.091
C -0.68 -1.57 -1.63  -0.272
C -2.00 -1.82 -2.08  -0.056
C -2.26 -2.93 -2.89  -0.061
C -1.22 -3.78 -3.25  -0.058
C 0.10 -3.52 -2.87  -0.065
C 0.37 -2.42 -2.05  -0.096
H 0.26 -3.17 0.37  0.098
H 0.90 -4.22 2.54  0.119
H 1.02 -2.80 4.60  0.115
H 0.57 -0.34 4.47  0.114
H -0.10 0.67 2.29  0.099
H -2.82 -0.86 1.12  0.122
H -4.81 0.58 1.55  0.120
H -4.86 2.91 0.63  0.115
H -2.94 3.78 -0.73  0.120
H -1.01 2.30 -1.21  0.107
H -2.83 -1.21 -1.73  0.109
H -3.29 -3.14 -3.21  0.120
H -1.42 -4.64 -3.89  0.114
H 0.93 -4.18 -3.16  0.118
H 1.39 -2.26 -1.66  0.116

Calculated values
**Energy**: -64117.4488 eV
**Strongest force on any atom**: 0.0764 Eh/bohr
**Frontier orbital gap**: 6.803 eV
**Net charge**: +1
**E_HOMO**: -10.33 eV

***

No. 5
ORCA calculation (ωB97M-V with the def2-TZVPD basis set) on one molecule with the formula C5H10O2.

Last column: Löwdin charge in e.
Positions of all 17 atoms, in Å:
C -0.18 -0.61 -2.19  -0.044
C 0.23 0.37 -1.13  -0.284
O -0.82 0.73 -0.24  -0.064
C -0.11 0.63 1.00  -0.335
C -0.99 0.15 2.12  -0.023
C 0.95 -0.33 0.46  -0.329
O 2.26 -0.14 0.60  -0.099
H -0.98 -0.19 -2.81  0.087
H 0.66 -0.86 -2.83  0.088
H -0.57 -1.53 -1.73  0.084
H 1.57 0.17 -0.52  0.180
H 0.70 1.28 -1.56  0.155
H 0.37 1.59 1.24  0.160
H -0.41 0.05 3.04  0.091
H -1.80 0.86 2.30  0.086
H -1.43 -0.82 1.88  0.086
H 0.57 -1.36 0.37  0.160

Calculated values
**Energy**: -9437.6795 eV
**Strongest force on any atom**: 0.0071 Eh/bohr
**Frontier orbital gap**: 10.062 eV
**ΔE to the lowest compared entry with this formula, charge and spin**: 123.7 kcal/mol
**E_HOMO**: -9.07 eV

***

No. 6
ORCA calculation (ωB97M-V with the def2-TZVPD basis set) on one molecule with the formula C3H10NOP.

Last column: Löwdin charge in e.
Positions of all 16 atoms, in Å:
C -0.51 0.88 0.84  -0.316
C -0.01 1.42 -1.44  -0.184
C -0.19 -2.14 0.70  -0.341
N -0.29 0.35 -0.52  -0.453
O 0.66 1.56 1.19  -0.089
P 0.88 -0.92 -0.28  0.871
H -1.24 1.76 0.69  0.157
H -0.69 0.08 1.49  0.060
H 1.38 1.02 1.09  -0.015
H 0.70 1.13 -2.27  0.087
H -0.99 1.70 -1.91  0.088
H 0.51 2.27 -0.91  0.092
H -0.04 -1.91 1.80  0.039
H -1.18 -2.46 0.47  0.019
H 0.41 -3.09 0.54  0.036
H 0.59 -1.63 -1.48  -0.052

Calculated values
**Structure (SMILES)**: CPN(C)CO
**Energy**: -16097.7425 eV
**Strongest force on any atom**: 0.0937 Eh/bohr
**Frontier orbital gap**: 9.241 eV
**ΔE to the lowest compared entry with this formula, charge and spin**: 63.7 kcal/mol
**E_HOMO**: -8.31 eV

***

No. 7
ORCA calculation (ωB97M-V with the def2-TZVPD basis set) on one molecule with the formula C3H6O4S.

Last column: Löwdin charge in e.
Positions of all 14 atoms, in Å:
C -1.07 -0.04 0.44  -0.291
C -0.50 -1.31 -0.12  -0.090
C -0.16 1.25 0.11  -0.473
O -3.27 1.48 0.40  -0.317
O -3.45 -1.03 0.06  -0.297
O 0.22 1.32 -1.21  0.014
O 0.92 1.15 1.06  0.010
S -2.70 0.18 0.12  0.828
H 0.52 -1.21 -0.45  0.082
H -0.61 -2.04 0.66  0.086
H -1.13 -1.56 -0.94  0.069
H -0.81 2.20 0.41  0.181
H 0.83 0.52 -1.35  0.135
H 1.16 2.05 1.00  0.064

Calculated values
**Structure (SMILES)**: CC(C(O)O)=S(=O)=O
**Energy**: -22230.2739 eV
**Strongest force on any atom**: 0.0874 Eh/bohr
**Frontier orbital gap (alpha / beta)**: 8.790 / 8.790 eV
**ΔE to the lowest compared entry with this formula, charge and spin**: 71.0 kcal/mol
**E_HOMO (alpha / beta)**: -9.48 / -9.48 eV

***

No. 8
ORCA calculation (ωB97M-V with the def2-TZVPD basis set) on a 3-piece molecular cluster, C4H15NO2S overall.

Last column: Löwdin charge in e.
Positions of all 23 atoms, in Å:
C 0.54 0.52 -2.06  -0.067
C -0.07 0.13 -0.72  -0.469
C -1.31 -0.76 -1.01  -0.225
C -2.10 -1.15 0.29  -0.543
S -2.37 0.24 1.42  0.726
N 0.85 -0.60 0.15  0.014
H 0.66 -0.33 -2.75  0.078
H -0.02 1.28 -2.61  0.079
H 1.56 0.93 -1.99  0.069
H -0.48 0.98 -0.18  0.092
H -1.02 -1.70 -1.46  0.106
H -2.05 -0.27 -1.64  0.110
H -1.50 -1.92 0.78  0.068
H -3.06 -1.54 -0.05  0.060
H -2.58 -0.45 2.57  -0.111
H 1.76 -0.13 0.05  0.056
H 0.99 -1.54 -0.22  0.099
H 0.00 1.05 2.31  -0.025
H 0.96 0.04 1.80  -0.004
O 0.84 0.67 2.56  -0.120
H 2.15 1.48 1.37  0.028
H 3.57 1.67 0.81  0.040
O 2.70 1.39 0.56  -0.062

Calculated values
**Structure (SMILES)**: C[C@H](N)CCS.O.O
**Energy**: -20811.8550 eV
**Strongest force on any atom**: 0.0395 Eh/bohr
**Frontier orbital gap**: 9.982 eV
**ΔE to the lowest compared entry with this formula, charge and spin**: 0.4 kcal/mol
**E_HOMO**: -9.16 eV